DFT (wB97M-V/def2-TZVPD) results for C43H53N4OP2RuSSi2 as an isolated structure in a non-equilibrium geometry.

Values from the calculation:
LUMO energy (alpha / beta): 0.26 / 0.23 eV
E_HOMO (alpha / beta): -7.06 / -7.04 eV
Spin multiplicity: 2
Largest force on an atom: 2.88 eV Å⁻¹

XYZ file:
```
107
Properties=species:S:1:pos:R:3:forces:R:3
Ru 0.2991 -0.2229 0.3549 -1.01 -0.24 0.17
C -3.2524 -3.5837 -1.3484 -0.26 0.55 -0.24
Si -1.6093 -2.6674 -1.2329 0.31 -0.83 0.60
C -0.8507 -2.3447 -2.9225 -0.24 0.25 -0.02
C -0.3873 -4.2270 1.6080 -0.62 0.65 -0.68
N -1.5976 -1.4220 -0.0239 0.65 0.14 -0.53
P -2.4362 -0.0737 0.2237 -0.43 -0.39 0.08
C -1.2660 1.0603 0.6472 0.20 0.07 -0.03
P -0.4903 2.3356 -0.1293 0.30 0.16 0.11
N 0.9760 1.6766 -0.2773 0.22 -0.03 -0.29
Si 2.5366 2.4230 -0.3235 -0.02 0.00 0.00
C 2.5284 3.9331 -1.4458 0.04 0.00 -0.01
C 3.0447 3.0780 1.3644 0.06 -0.01 -0.04
C 3.7522 1.1948 -1.0410 -0.01 -0.01 0.04
C -1.1379 2.8689 -1.7299 -0.09 0.02 0.04
C -2.3690 3.5201 -1.8005 0.02 0.02 0.02
C -2.8980 3.8810 -3.0283 0.01 0.01 -0.02
C -2.1971 3.5972 -4.1941 0.00 0.00 0.01
C -0.9792 2.9365 -4.1307 -0.01 0.00 -0.01
C -0.4528 2.5662 -2.9006 -0.01 -0.03 0.00
C -0.4519 3.8381 0.8893 -0.03 -0.04 -0.04
C -0.3325 3.6549 2.2669 -0.05 -0.01 0.00
C -0.2115 4.7477 3.1083 0.01 0.01 0.00
C -0.2127 6.0333 2.5798 0.00 -0.01 -0.01
C -0.3328 6.2229 1.2112 0.01 0.00 0.01
C -0.4506 5.1268 0.3663 0.06 0.02 -0.02
C -3.4755 0.3379 -1.2078 -0.04 0.08 0.06
C -4.7967 0.7580 -1.0770 0.01 0.00 0.02
C -5.5538 1.0478 -2.2046 0.01 0.01 0.00
C -4.9965 0.9195 -3.4676 0.00 0.00 0.00
C -3.6739 0.5181 -3.6051 0.00 0.01 0.01
C -2.9175 0.2368 -2.4805 0.02 0.05 0.00
C -3.6328 -0.3265 1.5604 0.06 0.00 0.00
C -3.6341 0.5082 2.6692 -0.01 0.03 0.00
C -4.5377 0.2930 3.7036 0.02 0.01 0.00
C -5.4368 -0.7582 3.6296 -0.01 -0.03 -0.02
C -5.4367 -1.6005 2.5217 0.00 0.01 0.03
C -4.5370 -1.3857 1.4924 0.01 0.01 -0.01
H -3.0895 -4.5100 -1.9039 0.02 -0.01 0.01
H -4.0541 -3.0327 -1.8496 -0.02 0.00 0.01
H -3.5994 -3.8402 -0.3452 0.06 -0.08 0.00
H -0.4377 -3.2932 -3.2718 0.02 -0.01 0.02
H -0.0309 -1.6267 -2.8476 0.01 -0.02 0.00
H -1.5633 -1.9930 -3.6708 0.02 0.01 -0.02
H 0.0791 -4.6999 2.4716 0.00 0.00 0.01
H -1.4560 -4.4500 1.6229 -0.01 0.01 0.02
H -0.2675 -3.1459 1.6872 -0.04 -0.02 0.01
H 2.0908 4.8019 -0.9501 -0.04 -0.01 -0.01
H 1.9967 3.7714 -2.3844 0.02 -0.01 -0.01
H 3.5623 4.1896 -1.6953 0.01 0.02 0.01
H 2.5302 4.0231 1.5551 -0.02 0.01 0.00
H 4.1199 3.2764 1.4001 0.01 0.01 0.01
H 2.7896 2.3925 2.1723 -0.02 -0.01 0.00
H 3.6943 1.2215 -2.1320 0.00 0.00 -0.01
H 3.5386 0.1725 -0.7289 -0.01 0.00 0.01
H 4.7799 1.4336 -0.7571 0.02 0.01 -0.01
H -2.9144 3.7456 -0.8905 -0.01 0.00 0.00
H -3.8562 4.3813 -3.0779 -0.01 0.00 0.00
H -2.6073 3.8853 -5.1537 0.00 0.00 0.00
H -0.4374 2.7071 -5.0395 0.00 0.00 0.00
H 0.4866 2.0306 -2.8386 0.00 0.00 0.00
H -0.3367 2.6454 2.6639 0.00 0.01 0.00
H -0.1140 4.6003 4.1762 0.00 0.00 0.00
H -0.1203 6.8883 3.2373 0.00 0.00 0.00
H -0.3340 7.2239 0.7996 0.00 0.00 0.00
H -0.5320 5.2784 -0.7031 -0.01 0.00 0.00
H -5.2409 0.8504 -0.0939 -0.01 -0.01 0.00
H -6.5825 1.3661 -2.0943 -0.01 0.00 0.00
H -5.5902 1.1379 -4.3463 0.00 0.00 0.00
H -3.2282 0.4369 -4.5881 0.00 -0.01 0.00
H -1.8790 -0.0474 -2.5869 -0.01 0.00 0.00
H -2.9158 1.3187 2.7150 0.00 0.00 0.00
H -4.5341 0.9440 4.5684 0.00 0.01 0.00
H -6.1384 -0.9284 4.4362 0.00 0.00 0.00
H -6.1365 -2.4245 2.4668 0.00 0.00 0.00
H -4.5323 -2.0421 0.6300 -0.01 0.00 0.00
C 4.9657 -0.2744 3.8643 -0.01 -0.02 -0.01
C 4.9124 0.0288 2.3745 0.00 0.07 -0.02
N 4.5397 -1.1326 1.5774 0.21 0.01 0.06
C 5.6283 -2.0271 1.1819 0.00 -0.01 0.00
C 6.0764 -1.7969 -0.2530 -0.01 0.00 0.00
C 3.2799 -1.4475 1.2482 -0.19 0.08 -0.07
S 1.9779 -0.4344 1.9082 -0.11 -0.10 0.05
N 3.1022 -2.5565 0.5679 0.07 0.06 0.25
C 1.8995 -2.9127 0.1078 0.01 -0.09 0.15
O 1.0549 -2.1208 -0.3630 0.22 -0.10 -0.11
C 1.5950 -4.3753 0.0863 -0.06 0.87 -0.36
C 2.5913 -5.2558 -0.2969 0.09 -0.08 -0.47
C 2.3132 -6.5996 -0.5025 0.09 0.19 0.06
C 1.0105 -7.0285 -0.3185 -0.33 -0.02 -0.26
C 0.0292 -6.1487 0.1109 -0.32 -0.15 -0.16
C 0.2811 -4.7983 0.3738 1.61 -1.59 1.78
H 5.2699 0.6127 4.4204 0.01 0.01 0.01
H 5.6771 -1.0732 4.0802 0.00 0.00 0.00
H 3.9833 -0.5844 4.2209 -0.01 0.01 0.00
H 5.8885 0.3614 2.0139 0.00 -0.01 0.00
H 4.2092 0.8320 2.1753 -0.01 -0.01 -0.01
H 5.2934 -3.0552 1.3133 -0.01 0.00 0.00
H 6.4534 -1.8471 1.8725 -0.01 -0.01 0.01
H 5.2470 -1.9690 -0.9378 0.00 0.00 0.00
H 6.8851 -2.4823 -0.5094 0.01 0.00 0.00
H 6.4346 -0.7760 -0.3939 0.00 0.01 0.00
H 3.5839 -4.8557 -0.4607 0.01 -0.04 -0.02
H 3.0856 -7.2884 -0.8153 0.04 0.00 0.05
H 0.7535 -8.0682 -0.4813 -0.01 0.01 -0.02
H -0.9773 -6.5177 0.2825 0.07 -0.09 0.20
H -0.7756 -3.7990 -0.7263 -0.51 0.63 -0.39
```
Forces are in eV/Å.

Results of the Mulliken charge analysis, in e, for atoms 1 through 6:
1. Ru -0.256
2. C -1.292
3. Si 0.890
4. C -1.298
5. C -1.181
6. N 0.305